[1]
Computed, not measured: a 2-piece molecular cluster, C5H18N3 overall, with wB97M-V/def2-TZVPD.

Summary:
Energy above the lowest of the compared OMol25 structures with the same formula, charge and spin   0.183 eV
DFT total energy   -9941.58269 eV
LUMO level   -2.781 eV
2S+1   1
Total charge   +1
HOMO level   -13.18 eV

CARTESIAN COORDINATES (ANGSTROEM)
C 0.3998 -2.5721 -0.1097
N 0.8090 -3.4374 -1.2057
C 1.4541 -1.4859 0.0497
N 1.1341 -0.6044 1.2131
H 0.3671 -3.1639 0.8064
H -0.5875 -2.1122 -0.2388
H 0.2379 -4.2735 -1.2256
H 0.6509 -2.9723 -2.0952
H 1.4980 -0.8514 -0.8326
H 2.4315 -1.9429 0.2014
H 1.8724 0.0844 1.3392
H 0.1454 -0.0430 1.0779
H 1.0978 -1.1570 2.0672
C 0.4511 2.4141 0.1150
C -1.0190 2.0445 0.2324
C -1.6969 2.0146 -1.1270
N -1.1746 0.7136 0.9079
H 0.5481 3.4070 -0.3184
H 0.9432 2.4406 1.0895
H 0.9822 1.7154 -0.5370
H -1.5099 2.7925 0.8555
H -2.7624 1.8210 -1.0284
H -1.5723 2.9686 -1.6363
H -1.2565 1.2375 -1.7591
H -1.6387 0.8318 1.8023
H -1.8047 0.1304 0.3564


[2]
Computed, not measured: C16H17N3O4S in the gas phase, with wB97M-V/def2-TZVPD.

Summary:
Energy above the lowest of the compared OMol25 structures with the same formula, charge and spin   3.293 eV
DFT total energy   -40362.69730 eV
LUMO level   -0.843 eV
2S+1   1
HOMO level   -7.73 eV
Structure (SMILES)   C=CCN1C(=O)/C(=C/c2ccc(N3CCOCC3)o2)C(=O)NC1=S

CARTESIAN COORDINATES (ANGSTROEM)
C -6.5663 -1.2959 1.3023
C -6.0741 -0.1870 0.7859
C -5.4147 -0.1206 -0.5591
N -4.0065 0.2422 -0.4259
C -3.6636 1.5526 -0.3431
S -4.7456 2.7924 -0.4439
N -2.3461 1.8386 -0.1651
C -1.2857 0.9478 -0.0478
O -0.1847 1.3982 0.2039
C -1.6688 -0.4430 -0.2176
C -0.8041 -1.5211 -0.2227
C 0.5859 -1.5866 -0.2112
C 1.4099 -2.7132 -0.1264
C 2.7248 -2.2706 -0.1225
C 2.6519 -0.8770 -0.2164
N 3.6141 0.0546 -0.2712
C 5.0081 -0.2921 -0.0851
H 5.2768 -1.1124 -0.7564
H 5.1917 -0.6120 0.9494
C 5.8613 0.9340 -0.4026
O 5.5725 2.0281 0.4366
C 4.1997 2.1545 0.7765
H 4.0347 1.7241 1.7749
C 3.2794 1.4667 -0.2255
H 3.4074 1.9103 -1.2195
H 2.2345 1.5792 0.0710
H 3.9834 3.2247 0.8208
H 6.9191 0.7080 -0.2492
H 5.7158 1.2116 -1.4574
O 1.3880 -0.4780 -0.2789
H 3.6129 -2.8628 -0.0533
H 1.0692 -3.7268 -0.0621
H -1.2978 -2.4863 -0.2581
C -3.0831 -0.8025 -0.3512
O -3.4736 -1.9521 -0.4230
H -2.1151 2.8213 -0.0653
H -5.8962 0.6404 -1.1794
H -5.4502 -1.0941 -1.0506
H -6.1101 0.7500 1.3252
H -7.0330 -1.3131 2.2723
H -6.5217 -2.2323 0.7716


[3]
Computed, not measured: C36H36As2FN5O10STi as an isolated structure, with wB97M-V/def2-TZVPD.

Summary:
DFT total energy   -224186.82463 eV
LUMO level (alpha / beta)   -1.333 / -1.326 eV
2S+1   3
Expectation value of S²   2.0112
HOMO level (alpha / beta)   -6.65 / -6.90 eV

CARTESIAN COORDINATES (ANGSTROEM)
Ti -0.1423 -0.0461 -0.2535
S -0.7651 -5.5041 -5.5567
N -0.9318 -3.9071 -5.7010
C -0.8020 -3.3982 -4.4835
C -0.8938 -1.9921 -4.1339
C -1.1987 -0.9878 -5.0532
C -1.2708 0.3152 -4.6119
C -1.0368 0.5857 -3.2647
N -0.7522 -0.3602 -2.3820
C -0.6721 -1.6280 -2.8062
C -0.4410 -2.6488 -1.7629
N -0.3516 -2.2085 -0.4864
C -0.3567 -3.1171 0.4846
C -0.3677 -4.4917 0.2429
C -0.3768 -4.9403 -1.0570
C -0.4313 -3.9990 -2.0922
C -0.5693 -4.3736 -3.4894
N -0.5263 -5.6104 -3.9655
H -1.3702 -1.2545 -6.0873
H -1.5005 1.1306 -5.2816
H -1.0775 1.5993 -2.8909
H -0.3556 -2.7535 1.5002
H -0.3621 -5.1577 1.0932
H -0.3724 -5.9935 -1.3045
N 0.1888 1.6533 1.1387
C 0.1498 3.0490 0.6486
C 0.0858 3.1142 -0.8713
C 1.1824 2.2934 -1.5325
O 2.0023 2.7567 -2.2830
O 1.1506 1.0087 -1.1955
H -0.2654 1.5835 2.0547
H 1.1746 1.4243 1.3138
H 1.0286 3.5841 1.0181
H -0.7322 3.5334 1.0698
H 0.1541 4.1442 -1.2173
H -0.8887 2.7106 -1.1703
C 0.0115 2.8639 6.0685
O 1.0166 2.1464 5.3592
C 0.5593 1.3055 4.3990
O -0.6468 1.2158 4.1370
C 1.5785 0.6093 3.6840
C 2.9512 0.5284 4.0229
As 2.9954 -0.3121 5.7688
C 4.5142 -1.5787 5.6902
C 1.6238 -1.7828 5.4379
C 0.7139 -1.9344 4.4738
As 0.8209 -0.9141 2.7841
C 2.3185 -2.0391 2.1794
C -0.3320 -2.9821 4.4662
O -0.5844 -3.6712 3.5004
O -1.0268 -3.0303 5.6053
C -2.0470 -4.0324 5.6552
C 1.6736 -2.7452 6.5785
O 1.8031 -2.4372 7.7340
O 1.6857 -4.0247 6.1479
C 1.7328 -5.0006 7.1935
C 3.8343 0.5994 2.8740
O 3.4089 0.6712 1.7274
O 5.1837 0.6387 3.0328
C 5.7515 1.1153 4.2441
H 0.5487 3.5140 6.7541
H -0.6328 2.1795 6.6211
H -0.6033 3.4525 5.3873
H 5.3905 -1.1161 6.1400
H 4.7416 -1.9039 4.6759
H 4.2486 -2.4396 6.3004
H 3.1812 -1.8976 2.8296
H 2.6046 -1.8166 1.1519
H 1.9700 -3.0692 2.2715
H -2.5248 -3.9090 6.6225
H -1.6047 -5.0243 5.5650
H -2.7655 -3.8845 4.8505
H 1.7804 -5.9635 6.6925
H 0.8389 -4.9306 7.8135
H 2.6112 -4.8486 7.8192
H 6.1817 0.2908 4.8103
H 5.0146 1.6481 4.8501
H 6.5455 1.8070 3.9637
F -5.4160 -3.2067 -2.9511
C -4.6978 -2.3840 -2.1495
C -4.5204 -1.0669 -2.5243
C -3.7713 -0.2397 -1.7018
C -3.1838 -0.6984 -0.5185
C -2.2580 0.1498 0.2724
C -3.4371 -2.0272 -0.1642
C -4.1813 -2.8775 -0.9682
H -4.9698 -0.7030 -3.4377
H -3.6330 0.7968 -1.9893
H -2.2713 -0.1379 1.3330
H -2.5354 1.2085 0.2118
H -3.0396 -2.4071 0.7706
H -4.3723 -3.9026 -0.6835


[4]
Computed, not measured: a 2-piece molecular cluster, C3H3O2P overall, with wB97M-V/def2-TZVPD.

Summary:
Energy above the lowest of the compared OMol25 structures with the same formula, charge and spin   2.872 eV
DFT total energy   -16539.76320 eV
LUMO level   -1.220 eV
2S+1   1
HOMO level   -10.08 eV
Structure (SMILES)   C#CP=O.C=O

CARTESIAN COORDINATES (ANGSTROEM)
C -1.6255 0.8894 0.0784
C -1.4398 2.0672 -0.1093
C 1.8416 -0.9618 0.0071
O -1.2810 -1.6887 -0.2727
O 1.8785 -0.9608 1.1805
P -1.6039 -0.7658 0.8320
H 2.3035 -0.1477 -0.5269
H 1.1377 -1.5501 -0.6442
H -1.2112 3.1183 -0.5448


[5]
Computed, not measured: a 2-piece molecular cluster, C32H30NO6S2 overall, with wB97M-V/def2-TZVPD.

Summary:
DFT total energy   -69114.30899 eV
LUMO level   2.508 eV
2S+1   1
Total charge   -1
HOMO level   -2.82 eV

CARTESIAN COORDINATES (ANGSTROEM)
C 2.2167 -5.1743 2.2115
C 2.7349 -3.7594 2.1902
O 1.6904 -2.9540 1.5530
C 2.0378 -1.6597 1.3658
C 0.9024 -0.7239 1.6593
C 1.2367 0.6105 2.2234
N -0.2672 -1.2852 1.7239
C -1.4297 -0.9054 2.1409
C -2.5109 -1.8625 2.1798
C -3.8662 -1.4628 2.2391
C -4.8699 -2.4220 2.2027
C -4.5602 -3.7865 2.1111
C -3.2165 -4.1917 2.0674
C -2.2011 -3.2387 2.0659
O 3.1513 -1.2698 1.0607
H 2.9290 -5.8381 2.7110
H 1.2744 -5.2349 2.7647
H 2.0516 -5.5499 1.1990
H 2.8562 -3.3777 3.2157
H 3.6725 -3.6647 1.6226
H 2.1829 0.9657 1.7956
H 0.4425 1.3257 1.9640
H 1.3560 0.5584 3.3272
H -1.6264 0.1321 2.4236
H -4.0874 -0.3953 2.2767
H -5.9207 -2.1078 2.2348
H -5.3559 -4.5344 2.0590
H -2.9597 -5.2587 2.0241
H -1.1574 -3.5317 1.9491
C 5.5297 2.1133 -1.1367
C 4.8964 2.2377 0.1068
C 3.5570 2.6225 0.1624
C 2.8218 2.7285 -1.0206
S 1.0455 2.9358 -0.9294
C 0.1724 1.3671 -0.9291
C 0.6534 0.1027 -0.7939
C 0.0403 -1.0322 -1.5157
C -1.2209 -1.5573 -1.1832
C -1.7055 -2.7177 -1.7953
C -1.0397 -3.2429 -2.9086
C 0.1531 -2.6467 -3.3406
C 0.7286 -1.6035 -2.5991
S -1.6443 1.6037 -1.0245
C -2.0562 3.3528 -1.2267
C -2.3004 4.1040 -0.0795
C -2.6691 5.4422 -0.2053
C -2.8165 6.0137 -1.4707
C -2.6215 5.2361 -2.6154
C -2.2580 3.8963 -2.4993
O -2.1329 0.9659 -2.2249
O -2.1551 1.2320 0.2935
O 0.7482 3.5607 0.3476
O 0.6863 3.5919 -2.1716
C 3.4762 2.7335 -2.2602
C 4.8386 2.4231 -2.3159
H 6.5708 1.7894 -1.1777
H 5.4366 2.0344 1.0350
H 3.0677 2.8363 1.1142
H 1.6779 -0.0233 -0.4433
H -1.7882 -1.0817 -0.3872
H -2.6087 -3.1911 -1.3984
H -1.4703 -4.0751 -3.4757
H 0.6594 -3.0210 -4.2284
H 1.7065 -1.1927 -2.8590
H -2.1822 3.6324 0.8943
H -2.8311 6.0250 0.6994
H -3.0881 7.0665 -1.5668
H -2.7421 5.6734 -3.6059
H -2.1046 3.2759 -3.3821
H 2.9113 2.9738 -3.1611
H 5.3515 2.4112 -3.2830


[6]
Computed, not measured: C6H14O3Tb as an isolated structure, with wB97M-V/def2-TZVPD.

Summary:
Energy above the lowest of the compared OMol25 structures with the same formula, charge and spin   2.948 eV
DFT total energy   -35015.65765 eV
LUMO level (alpha / beta)   -3.678 / -3.622 eV
2S+1   7
Total charge   +1
Expectation value of S²   12.6171
HOMO level (alpha / beta)   -10.23 / -11.96 eV

CARTESIAN COORDINATES (ANGSTROEM)
C 3.5631 1.1070 2.1732
O 2.2453 1.1620 1.6903
C 2.1481 1.7101 0.4006
C 0.7123 1.6815 -0.0568
O 0.3226 0.3504 -0.2948
C -1.0491 0.1911 -0.5283
C -1.2809 -1.2852 -0.7727
O -2.6638 -1.5342 -0.9459
C -2.9518 -2.8876 -1.2573
Tb -4.9900 -0.2694 -0.4850
H 3.5301 0.6870 3.1855
H 4.1917 0.4606 1.5361
H 4.0163 2.1128 2.2156
H 2.7765 1.1397 -0.3083
H 2.4986 2.7585 0.3999
H 0.6085 2.2701 -0.9854
H 0.0743 2.1612 0.7071
H -1.4073 0.7784 -1.3937
H -1.5974 0.5887 0.3462
H -0.8973 -1.8838 0.0693
H -0.7356 -1.5973 -1.6782
H -2.4882 -3.1616 -2.2175
H -2.5831 -3.5539 -0.4618
H -4.0430 -2.9860 -1.3379